Entry 1:
Here is C24H33KN3O6 as an isolated structure from the OMol25 dataset. Energies are from the ωB97M-V functional and the def2-TZVPD basis.

Geometry as XYZ:
```
67
Properties=species:S:1:pos:R:3:lowdin_charge:R:1
K -1.68834 1.11206 0.84544 0.86
C -1.89927 4.68255 1.63954 -0.17
C -2.84106 4.63331 0.46779 -0.18
O -2.41853 3.61383 -0.41753 -0.17
C -3.31979 3.45936 -1.49938 -0.18
C -2.81251 2.37379 -2.40644 -0.17
O -2.79110 1.16447 -1.66606 -0.21
C -2.65234 -0.01566 -2.44169 -0.17
C -3.30816 -1.14305 -1.69453 -0.18
O -2.63035 -1.34205 -0.46289 -0.18
C -3.33295 -2.23935 0.38024 -0.18
C -2.53311 -2.46991 1.63840 -0.18
O -2.35125 -1.21177 2.27120 -0.20
C -1.72403 -1.30900 3.54129 -0.17
C -2.10894 -0.09719 4.34886 -0.18
O -1.61759 1.06726 3.70890 -0.18
C -2.05173 2.24825 4.36227 -0.18
C -1.48942 3.44617 3.64494 -0.17
O -1.98186 3.44265 2.31763 -0.20
H -2.20106 5.49934 2.30339 0.14
H -0.87371 4.86980 1.30171 0.14
H -2.85360 5.60122 -0.04639 0.14
H -3.85570 4.42095 0.82542 0.14
H -3.41285 4.40000 -2.05428 0.14
H -4.31263 3.18716 -1.12082 0.14
H -1.81091 2.61982 -2.77682 0.14
H -3.48942 2.28499 -3.26298 0.14
H -1.59366 -0.23178 -2.62378 0.14
H -3.15611 0.09820 -3.40718 0.14
H -3.27822 -2.05905 -2.29615 0.14
H -4.35746 -0.88692 -1.50485 0.14
H -3.49854 -3.19641 -0.12801 0.14
H -4.31183 -1.81579 0.63675 0.14
H -1.56603 -2.93150 1.40373 0.13
H -3.08977 -3.15386 2.28973 0.14
H -0.63559 -1.36097 3.42153 0.14
H -2.05560 -2.20732 4.07293 0.14
H -1.69184 -0.18031 5.35931 0.14
H -3.20141 -0.04574 4.42832 0.14
H -1.71457 2.25113 5.40568 0.14
H -3.14752 2.29635 4.35665 0.14
H -0.39397 3.41980 3.64901 0.14
H -1.81704 4.35002 4.16955 0.14
N 5.33050 -1.31400 -2.02496 0.17
C 6.11705 -2.33635 -2.51380 -0.19
C 7.40172 -2.36055 -3.04967 -0.02
C 7.87771 -3.59243 -3.44661 -0.09
C 7.10515 -4.76062 -3.31625 -0.09
C 5.83516 -4.72760 -2.78374 -0.01
C 5.33541 -3.48997 -2.37424 -0.22
N 4.11294 -3.17075 -1.81128 0.18
C 4.15064 -1.88203 -1.61969 -0.28
C 3.04200 -1.11920 -1.03676 -0.13
C 1.92650 -1.80371 -0.56214 0.01
C 0.88114 -1.08085 -0.02371 -0.13
N 0.87029 0.25234 0.07595 0.00
C 1.94161 0.89974 -0.38024 -0.13
C 3.03954 0.26775 -0.93893 0.00
H 5.59553 -0.34935 -1.94543 0.15
H 7.99946 -1.46458 -3.15222 0.11
H 8.87075 -3.66404 -3.86965 0.10
H 7.52354 -5.70302 -3.64292 0.10
H 5.23669 -5.62236 -2.68011 0.11
H 1.89498 -2.88191 -0.62655 0.12
H -0.00578 -1.59219 0.33402 0.09
H 1.92411 1.98068 -0.29717 0.11
H 3.86473 0.87015 -1.29433 0.11
```

Properties
LUMO level ... -2.111 eV
HOMO ... -10.28 eV
Total charge ... +1
Relative energy (zero: lowest compared OMol25 entry of this formula, charge and spin) ... 0.080 eV

---

Entry 2:
Here is C19H18BN8Zn as an isolated structure at a distorted geometry from the OMol25 dataset. Energies are from the ωB97M-V functional and the def2-TZVPD basis.

Geometry as XYZ:
```
47
Properties=species:S:1:pos:R:3:lowdin_charge:R:1
Zn -0.00285 -0.07305 -0.13817 0.70
C 1.91246 0.49150 3.65773 -0.05
C 1.43919 1.07035 2.50430 -0.14
N 1.13331 0.12604 1.58017 0.00
N 1.31421 -1.08014 2.23310 -0.02
C 1.83715 -0.86806 3.41563 -0.08
B 1.17911 -2.42541 1.46254 -0.47
N 1.96555 -2.36633 0.12677 -0.03
C 3.14632 -2.97159 -0.21609 -0.05
C 3.64985 -2.38364 -1.38465 -0.04
C 2.68069 -1.44917 -1.71855 -0.13
N 1.65608 -1.43593 -0.82141 0.00
N -0.33829 -2.65650 1.12915 -0.02
C -1.20339 -3.62942 1.47124 -0.04
C -2.35200 -3.37585 0.77161 -0.05
C -2.11709 -2.20498 -0.00234 -0.11
N -0.96130 -1.74263 0.36906 -0.05
H 2.26051 1.00074 4.54722 0.11
H 1.24362 2.10986 2.25803 0.11
H 2.11463 -1.66612 4.07056 0.13
H 1.65383 -3.34107 2.15057 0.13
H 3.62145 -3.70561 0.45991 0.13
H 4.52962 -2.68929 -1.92295 0.10
H 2.63857 -0.76239 -2.51427 0.08
H -0.90240 -4.38279 2.17803 0.13
H -3.27071 -3.91967 0.74697 0.09
H -2.86655 -1.65778 -0.56733 0.12
C 0.02685 0.91470 -4.19468 -0.02
C -0.45095 2.19440 -4.24333 -0.02
C -0.94188 2.74989 -3.10404 0.01
C -0.90937 2.05566 -1.90317 -0.16
N -0.36876 0.82810 -1.87661 0.04
C 0.09400 0.26971 -2.99669 -0.10
C -1.46357 2.49142 -0.58160 -0.16
C -2.36965 3.53922 -0.48767 0.00
C -2.92066 3.86609 0.72605 -0.02
C -2.47801 3.16144 1.82818 -0.05
C -1.62464 2.12480 1.71666 -0.11
N -1.12491 1.75201 0.52642 0.08
H 0.52082 0.50993 -5.08637 0.13
H -0.45869 2.81514 -5.09309 0.12
H -1.44188 3.66829 -3.10605 0.10
H 0.54767 -0.70876 -2.95732 0.10
H -2.76090 4.06850 -1.35405 0.12
H -3.68208 4.57577 0.89533 0.11
H -2.82635 3.49958 2.83012 0.14
H -1.32860 1.61299 2.61504 0.12
```

Properties
LUMO level ... -3.645 eV
HOMO ... -11.73 eV
Total charge ... +1

---

Entry 3:
Here is C2H4N2O2 as an isolated structure at a distorted geometry from the OMol25 dataset. Energies are from the ωB97M-V functional and the def2-TZVPD basis.

Geometry as XYZ:
```
10
Properties=species:S:1:pos:R:3:lowdin_charge:R:1
C 0.28483 0.54481 -0.09532 -0.13
C -1.12100 0.74530 -0.06935 -0.26
H 2.72065 -1.26770 0.34722 0.28
H 0.69002 1.64953 -0.14870 0.15
H -1.41853 1.80272 0.18567 0.13
H -0.70595 -1.42086 0.35766 0.17
N 1.02451 -0.53684 -0.07469 -0.13
N -2.06631 0.01403 -0.14896 -0.02
O 2.28784 -0.24352 -0.20116 -0.10
O -1.69605 -1.28746 -0.15237 -0.09
```

Properties
LUMO level ... -0.114 eV
HOMO ... -9.48 eV
Relative energy (zero: lowest compared OMol25 entry of this formula, charge and spin) ... 7.511 eV

---

Entry 4:
Here is C15H35N2O9S2SeSi3Y as an isolated structure at a distorted geometry from the OMol25 dataset. Energies are from the ωB97M-V functional and the def2-TZVPD basis.

Geometry as XYZ:
```
68
Properties=species:S:1:pos:R:3:lowdin_charge:R:1
Y -0.92010 -0.70678 0.51121 1.15
O 0.09670 -2.50088 2.63211 -0.38
S 1.01380 -1.52768 2.02951 0.25
O 2.35290 -1.63898 2.57081 -0.32
O 0.39420 -0.18088 2.21091 -0.46
O 0.99610 -1.75038 0.53421 -0.48
C -0.73150 -0.97648 -3.18079 -0.17
O -0.11600 -0.35978 -2.08209 -0.34
Si 0.03240 1.31732 -1.89829 0.39
C 1.67870 1.69642 -2.84449 -0.16
C -1.26750 2.12172 -3.08649 -0.16
C -0.13030 1.63282 -0.07559 -0.49
Si 1.50810 1.85592 0.86991 0.47
C 2.87960 0.59772 0.40301 -0.18
C 2.24790 3.55432 0.24241 -0.21
C 1.76360 2.25082 2.74661 -0.18
Si -1.52820 2.74712 0.48031 0.51
C -3.33550 2.34422 -0.12629 -0.33
C -1.66540 2.92242 2.38491 -0.17
C -1.34720 4.59082 -0.12409 -0.19
H 0.02850 -1.41588 -3.84239 0.08
H -1.31940 -0.25718 -3.75029 0.06
H -1.40820 -1.75358 -2.81649 0.07
H 1.61140 1.51852 -3.91679 0.01
H 2.47900 1.08232 -2.45049 0.01
H 1.96150 2.73152 -2.69819 0.00
H -1.03560 1.96322 -4.13749 0.02
H -1.32070 3.19152 -2.92919 0.01
H -2.24950 1.70822 -2.88749 0.02
H 3.61620 0.97222 -0.30529 0.01
H 2.39750 -0.27428 -0.02159 0.00
H 3.39510 0.23822 1.28861 0.02
H 1.93140 3.78362 -0.76519 -0.01
H 3.33230 3.55822 0.25921 0.00
H 1.91550 4.37132 0.87161 0.00
H 1.71680 1.33072 3.31451 0.01
H 1.01320 2.92832 3.14021 0.00
H 2.73960 2.71142 2.89851 0.02
H -3.72040 1.19222 1.34541 -0.02
H -3.31160 1.52622 -0.85499 0.02
H -3.82680 3.20042 -0.60209 0.07
H -1.36070 1.98002 2.82841 0.02
H -2.68460 3.12872 2.69951 0.02
H -1.02590 3.71002 2.77351 0.01
H -1.46810 4.66292 -1.19919 -0.01
H -0.36270 4.97112 0.11951 -0.01
H -2.08800 5.23902 0.33661 0.01
O -2.75260 -0.21348 1.51551 -0.57
S -3.59660 -0.74208 0.30081 0.64
O -3.80490 -2.20968 0.50461 -0.63
O -4.17580 1.97492 0.96701 -0.21
O -2.53550 -0.60148 -0.83749 -0.63
C -0.17150 -5.36738 2.45491 -0.06
N 0.55530 -5.13668 1.24111 -0.12
C 1.84700 -5.48328 0.96981 -0.06
C 2.15950 -4.97768 -0.24639 -0.06
N 1.04950 -4.32718 -0.70749 -0.13
C 0.93370 -3.57878 -1.91799 -0.06
C 0.07470 -4.36578 0.23711 -0.63
Se -1.56680 -3.49358 0.20981 0.84
H 0.35880 -6.10338 3.05871 0.08
H -1.17550 -5.70928 2.19611 0.07
H -0.24610 -4.40058 2.97011 0.07
H 2.44080 -6.07068 1.63971 0.11
H 3.07300 -5.01968 -0.80709 0.11
H 1.44020 -4.10148 -2.73149 0.09
H 1.34730 -2.57668 -1.78589 0.09
H -0.13270 -3.48488 -2.12789 0.04
```

Properties
LUMO level ... 4.474 eV
HOMO ... -1.97 eV
Total charge ... -2
Relative energy (zero: lowest compared OMol25 entry of this formula, charge and spin) ... 4.768 eV

---

Entry 5:
Here is one molecule with the formula C5H6O3 at a distorted geometry from the OMol25 dataset. Energies are from the ωB97M-V functional and the def2-TZVPD basis.

Geometry as XYZ:
```
14
Properties=species:S:1:pos:R:3:lowdin_charge:R:1
C -2.32774 0.02726 0.04214 -0.02
C -0.85179 -0.07954 -0.08315 -0.33
C -0.02344 -1.17497 -0.10378 0.05
C 1.28521 -0.65187 0.00109 -0.27
O 2.43777 -1.36848 0.07842 0.07
C 1.14932 0.71629 -0.07215 -0.30
O 2.06200 1.69424 0.17523 0.10
O -0.15667 1.07069 -0.28222 0.11
H -2.76162 -0.96603 0.10404 0.08
H -2.58613 0.60724 0.92984 0.08
H -2.74958 0.53494 -0.82576 0.08
H -0.30084 -2.20689 -0.04390 0.12
H 3.17958 -0.75326 0.04689 0.11
H 1.64392 2.55039 0.03333 0.12
```

Properties
LUMO level ... 0.626 eV
Structure (SMILES) ... Cc1cc(O)c(O)o1
HOMO ... -7.38 eV
Relative energy (zero: lowest compared OMol25 entry of this formula, charge and spin) ... 1.026 eV

---

Entry 6:
Here is one molecule with the formula C3H3NO2 at a distorted geometry from the OMol25 dataset. Energies are from the ωB97M-V functional and the def2-TZVPD basis.

Geometry as XYZ:
```
9
Properties=species:S:1:pos:R:3:lowdin_charge:R:1
C 0.34129 0.95861 -0.01852 0.06
C 1.37237 0.17042 -0.13660 -0.16
C 0.08650 -0.57027 0.05184 0.04
N 2.72977 -0.02466 -0.05385 -0.41
O 3.12658 -1.18207 0.01787 0.03
O 3.42923 0.98745 0.07113 0.04
H -0.12210 1.95498 0.14837 0.13
H -0.26921 -0.79829 1.09089 0.14
H -0.55405 -0.90636 -0.79084 0.13
```

Properties
LUMO level (alpha / beta) ... 0.620 / -3.909 eV
HOMO (alpha / beta) ... -7.49 / -10.19 eV
Relative energy (zero: lowest compared OMol25 entry of this formula, charge and spin) ... 4.594 eV
Spin multiplicity ... 3